# 1
{
  "formula": "C22H15N4O2PtS2",
  "method": "ωB97M-V/def2-TZVPD",
  "lumo_energy_ev": [-14.454, -14.481],
  "gap_ev": [3.755, 3.706],
  "charge": 3,
  "symbols": ["Pt", "C", "C", "C", "C", "N", "C", "C", "C", "C", "C", "C", "N", "C", "C", "C", "C", "C", "N", "H", "H", "H", "H", "H", "H", "H", "H", "H", "H", "H", "O", "S", "O", "N", "C", "S", "C", "C", "C", "C", "C", "C", "H", "H", "H", "H"],
  "xyz": [[-0.31464, -0.65511, -0.75364], [-3.53959, -3.03310, 0.97009], [-3.10190, -4.32129, 0.70945], [-1.89004, -4.49506, 0.05254], [-1.15136, -3.39294, -0.32825], [-1.58971, -2.13213, -0.06798], [-2.75949, -1.96789, 0.56504], [0.14396, -3.48025, -1.02124], [0.81608, -4.63024, -1.38454], [2.04551, -4.50985, -2.02348], [2.58513, -3.25774, -2.29443], [1.87564, -2.13624, -1.91452], [0.68791, -2.27791, -1.29541], [2.24627, -0.72774, -2.13388], [3.40060, -0.31839, -2.76597], [3.63551, 1.03874, -2.95570], [2.69139, 1.95060, -2.51895], [1.55168, 1.48177, -1.89131], [1.33899, 0.17634, -1.67631], [-4.47379, -2.83907, 1.47789], [-3.68916, -5.17872, 1.00977], [-1.52803, -5.49008, -0.16127], [-3.09733, -0.95664, 0.74757], [0.40975, -5.60963, -1.17951], [2.58679, -5.40087, -2.31380], [3.53730, -3.17506, -2.79857], [4.11564, -1.04836, -3.11814], [4.53629, 1.36973, -3.45551], [2.81167, 3.01492, -2.66469], [0.79191, 2.16529, -1.56986], [2.01922, 2.68662, 2.95296], [1.32516, 3.32850, 1.89694], [1.93642, 4.15091, 0.91430], [0.63928, 2.03275, 0.98608], [-0.65907, 2.08157, 1.05103], [-1.53720, 0.92354, 0.10945], [-1.25485, 3.13695, 1.87731], [-2.58372, 3.40697, 2.14997], [-2.86562, 4.49751, 2.96443], [-1.84475, 5.29664, 3.49511], [-0.50440, 5.02672, 3.23030], [-0.24397, 3.94710, 2.41906], [-3.38644, 2.80256, 1.74623], [-3.89581, 4.73691, 3.19462], [-2.10111, 6.13943, 4.12385], [0.28386, 5.64224, 3.64296]],
  "atomic_forces_ev_per_a": [[0.6, -0.3, 0.2], [0.0, -0.1, 0.0], [0.0, 0.1, 0.0], [0.0, 0.0, 0.0], [0.0, -0.1, 0.1], [-0.1, 0.2, 0.0], [-0.1, 0.0, 0.0], [0.0, 0.0, 0.0], [0.0, 0.0, 0.0], [0.0, 0.0, 0.0], [0.0, 0.0, 0.0], [0.1, 0.1, 0.0], [-0.1, -0.1, -0.1], [0.1, -0.1, 0.0], [0.0, -0.1, 0.0], [0.0, 0.1, 0.0], [0.0, 0.0, 0.0], [0.1, -0.1, -0.1], [-0.3, 0.3, -0.1], [0.0, 0.0, 0.0], [0.0, 0.0, 0.0], [0.0, 0.0, 0.0], [0.0, -0.1, 0.0], [0.0, 0.0, 0.0], [0.0, 0.0, 0.0], [0.0, 0.0, 0.0], [0.0, 0.0, 0.0], [0.0, 0.0, 0.0], [0.0, 0.0, 0.0], [-0.2, 0.2, 0.1], [0.1, 0.0, -0.1], [-0.1, 0.2, 0.5], [0.0, -0.1, -0.1], [0.2, -0.3, -0.4], [-0.3, 0.3, 0.1], [0.0, 0.3, 0.2], [0.1, 0.0, 0.0], [0.0, 0.0, 0.0], [0.0, 0.1, 0.1], [-0.1, -0.1, 0.0], [0.0, 0.0, 0.0], [0.1, -0.2, -0.2], [0.0, 0.0, 0.0], [0.0, 0.0, 0.0], [0.0, 0.0, 0.0], [0.0, 0.0, 0.0]],
  "lowdin_charge": [1.152, 0.024, 0.043, 0.060, -0.173, -0.087, -0.102, -0.158, 0.067, 0.057, 0.068, -0.157, -0.044, -0.176, 0.061, 0.043, 0.027, -0.088, -0.069, 0.141, 0.146, 0.137, 0.073, 0.138, 0.149, 0.140, 0.138, 0.146, 0.142, 0.100, -0.161, 0.702, -0.177, 0.059, -0.605, 0.945, -0.221, 0.017, 0.020, 0.033, 0.029, -0.191, 0.126, 0.138, 0.142, 0.149]
}

---

# 2
{
  "formula": "C2H2F2NOS",
  "method": "ωB97M-V/def2-TZVPD",
  "lumo_energy_ev": 3.099,
  "gap_ev": 7.310,
  "charge": -1,
  "symbols": ["C", "C", "N", "O", "F", "F", "S", "H", "H"],
  "xyz": [[2.51386, -0.48194, 0.24513], [-1.33122, -0.07433, -0.07355], [-0.11238, 0.32699, -0.10441], [2.51833, -1.59973, -0.07409], [-2.28426, 0.51711, 0.83613], [-2.38543, 0.19529, -1.28958], [2.68510, 0.93935, 0.72129], [-1.65096, -1.12623, -0.01729], [0.04695, 1.30350, -0.24362]],
  "atomic_forces_ev_per_a": [[-0.2, -3.5, -1.0], [-2.5, -0.5, -0.1], [0.1, -1.1, -0.5], [-0.2, 0.7, 0.1], [0.5, 0.6, 0.9], [1.0, 0.1, -0.6], [0.6, 2.9, 1.0], [1.1, 0.1, 0.1], [-0.4, 0.7, 0.1]],
  "lowdin_charge": [-0.949, -0.510, -0.013, 0.073, -0.148, -0.310, 0.774, 0.100, -0.019]
}

---

Computed E, in the same sequence as the records: -2131.475862, -805.355600 Ha.
Computed energy above the lowest of the compared OMol25 structures with the same formula, charge and spin, in the same sequence as the records: 6.9, 16.7 kcal per mole.